Computed, not measured: 16 unconnected molecules or ions with the total composition C43H97Cl10N11O11 in a non-equilibrium geometry, with ωB97M-V/def2-TZVPD.

2S+1	1
E_HOMO	-9.37	eV
E_LUMO	0.18	eV
gap between HOMO and LUMO	9.542	eV

Each atom is followed by the atoms it is bonded to, with distances in Å.
Geometry (Å):
1 Cl -3.54783 1.02165 -5.72896  C58 1.797
2 Cl -4.30088 -0.28390 -0.75127  C71 1.811
3 Cl 4.13712 -0.80085 6.31980  C55 1.804
4 Cl -3.52421 -4.73431 0.93711  C45 1.853
5 Cl -1.70776 -7.49057 1.78251  C35 1.746
6 Cl 3.59375 -5.59371 -0.46098  C51 1.817
7 Cl 4.00478 -3.60024 4.51276  C48 1.763
8 Cl -0.33963 1.24481 -4.72137  C67 1.791
9 Cl -5.03214 -2.58934 -4.32236  C61 1.830
10 Cl 2.69290 -5.38353 -4.76357  C42 1.815
11 O -3.72279 4.43064 2.76835  C62 1.251
12 O 1.95576 5.27944 -1.29446  C53 1.227
13 O 4.94291 1.52182 2.99269  C75 1.255
14 O 5.46866 1.18952 -2.21823  C33 1.219
15 O 0.65858 0.61357 -1.39665  C36 1.236
16 O -0.34966 -1.28724 2.93024  C70 1.179
17 O -1.75078 -2.31834 -3.95703  C59 1.236
18 O -3.98225 -0.00648 4.80892  C64 1.215
19 O -3.19638 3.43741 -1.96847  C47 1.219
20 O -1.36941 -7.07854 -2.83243  C50 1.250
21 O 0.96558 4.15589 4.28814  C44 1.207
22 N -0.05780 6.35530 -1.56658  C53 1.375, C63 1.455, H76 1.033
23 N 5.29442 1.00271 0.80956  C41 1.401, C75 1.354, H157 1.048
24 N -2.64364 -5.23708 -3.46183  C37 1.455, C50 1.349, H139 1.011
25 N 0.59308 0.14469 0.84424  C36 1.365, C43 1.430, H143 0.998
26 N -4.31207 4.35019 -0.21996  C40 1.512, C47 1.349, H84 1.000
27 N -3.96237 -1.92138 3.56146  C56 1.451, C64 1.366, H78 0.995
28 N -1.42158 -1.76929 -6.11892  C59 1.377, C72 1.417, H128 1.022
29 N 3.33962 0.47361 -2.66269  C33 1.353, C69 1.400, H102 1.051
30 N 2.82701 3.88473 3.09106  C44 1.368, C65 1.487, H120 0.988
31 N -1.91290 3.75789 4.02868  C52 1.462, C62 1.338, H106 1.003
32 N 1.23153 -2.97898 3.03080  C49 1.385, C70 1.396, H94 1.024
33 C 4.26432 1.37511 -2.26017  O14 1.219, N29 1.353, C38 1.489
34 C -0.28221 -1.45862 -0.79154  C36 1.496, H116 1.101, H121 1.120, H148 1.095
35 C -1.07560 -5.87303 1.60337  Cl5 1.746, C45 1.492, H113 1.090, H134 1.134
36 C 0.36248 -0.14766 -0.46919  O15 1.236, N25 1.365, C34 1.496
37 C -3.68140 -6.00164 -4.13670  N24 1.455, H82 1.095, H93 1.070, H110 1.066
38 C 3.76284 2.74898 -1.97978  C33 1.489, H81 1.083, H103 1.079, H147 1.089
39 C -2.45488 2.89577 0.20074  C47 1.491, H100 1.073, H129 1.051, H146 1.116
40 C -5.30502 5.07242 -1.10162  N26 1.512, H92 1.058, H99 1.082, H136 1.109
41 C 4.24976 0.07185 0.74283  N23 1.401, H90 1.105, H145 1.108, H156 1.091
42 C 3.25628 -4.87608 -3.11436  Cl10 1.815, C51 1.537, H150 1.063, H165 1.076
43 C 1.11487 1.38678 1.32261  N25 1.430, H153 1.084, H159 1.054, H162 1.100
44 C 2.05839 3.65088 4.19779  O21 1.207, N30 1.368, C54 1.542
45 C -2.02114 -4.79609 2.01839  Cl4 1.853, C35 1.492, H87 1.110, H97 1.086
46 C 0.25319 -2.12122 4.99348  C70 1.471, H135 1.078, H161 1.106, H166 1.074
47 C -3.39145 3.53141 -0.76927  O19 1.219, N26 1.349, C39 1.491
48 C 4.55864 -2.03716 3.91488  Cl7 1.763, C55 1.507, H126 1.091, H140 1.075
49 C 1.57030 -3.18097 1.70331  N32 1.385, H130 1.097, H137 1.091, H144 1.107
50 C -1.55185 -5.84832 -2.95635  O20 1.250, N24 1.349, C74 1.480
51 C 3.44683 -6.09773 -2.20081  Cl6 1.817, C42 1.537, H98 1.105, H171 1.049
52 C -2.58110 2.70505 4.79277  N31 1.462, H77 1.065, H164 1.069, H169 1.096
53 C 0.83448 5.33278 -1.79039  O12 1.227, N22 1.375, C57 1.553
54 C 2.64229 2.73170 5.29015  C44 1.542, H141 1.046, H151 1.111, H172 1.087
55 C 5.23408 -1.15270 4.93121  Cl3 1.804, C48 1.507, H80 1.101, H86 1.100
56 C -3.25717 -2.72985 4.53794  N27 1.451, H105 1.077, H142 1.059, H152 1.045
57 C 0.28438 4.16724 -2.65598  C53 1.553, H122 1.076, H124 1.050, H167 1.093
58 C -2.87138 1.80969 -4.26231  Cl1 1.797, C67 1.489, H111 1.081, H170 1.119
59 C -0.95444 -2.19118 -4.89399  O17 1.236, N28 1.377, C68 1.466
60 C 6.57124 2.86075 1.87729  C75 1.517, H88 1.130, H104 1.110, H132 1.097
61 C -5.23554 -1.34952 -2.99123  Cl9 1.830, C71 1.475, H95 1.082, H96 1.086
62 C -2.52564 4.52515 3.11976  O11 1.251, N31 1.338, C73 1.528
63 C 0.03218 7.46343 -0.62773  N22 1.455, H115 1.087, H133 1.131, H160 1.091
64 C -4.28258 -0.61526 3.80068  O18 1.215, N27 1.366, C66 1.472
65 C 2.14249 4.36330 1.86065  N30 1.487, H83 1.098, H107 1.089, H114 1.087
66 C -5.28975 -0.09615 2.86179  C64 1.472, H117 1.078, H127 1.136, H163 1.090
67 C -1.74681 1.06833 -3.62683  Cl8 1.791, C58 1.489, H89 1.121, H123 1.082
68 C 0.47866 -2.48316 -4.79743  C59 1.466, H101 1.109, H109 1.095, H168 1.089
69 C 3.62419 -0.82892 -3.08884  N29 1.400, H85 1.127, H108 1.053, H125 1.065
70 C 0.26249 -2.10281 3.52256  O16 1.179, N32 1.396, C46 1.471
71 C -4.18492 -1.60194 -1.98762  Cl2 1.811, C61 1.475, H138 1.073, H154 1.091
72 C -0.66450 -1.63382 -7.30859  N28 1.417, H91 1.100, H112 1.098, H131 1.100
73 C -1.65426 5.53787 2.37847  C62 1.528, H79 1.097, H118 1.105, H155 1.137
74 C -0.49769 -4.93447 -2.46367  C50 1.480, H119 1.099, H149 1.097, H158 1.077
75 C 5.56092 1.73002 1.92060  O13 1.255, N23 1.354, C60 1.517
76 H -0.99270 6.26982 -1.99731  N22 1.033
77 H -3.52235 2.48470 4.34518  C52 1.065
78 H -4.32895 -2.32383 2.72822  N27 0.995
79 H -2.16062 6.50968 2.33677  C73 1.097
80 H 6.19329 -1.54885 5.29963  C55 1.101
81 H 2.72945 2.73810 -1.65497  C38 1.083
82 H -3.91979 -5.53628 -5.09847  C37 1.095
83 H 2.70534 3.92707 1.02430  C65 1.098
84 H -4.39680 4.50485 0.76447  N26 1.000
85 H 4.74101 -0.97847 -3.09628  C69 1.127
86 H 5.39722 -0.20005 4.40583  C55 1.100
87 H -2.54840 -5.08602 2.95077  C45 1.110
88 H 7.29029 2.82241 1.00608  C60 1.130
89 H -1.39559 1.33848 -2.59745  C67 1.121
90 H 4.53978 -0.88235 0.26738  C41 1.105
91 H 0.22604 -1.00205 -7.17136  C72 1.100
92 H -4.76825 5.48840 -1.91281  C40 1.058
93 H -3.30509 -6.99113 -4.29547  C37 1.070
94 H 1.84456 -3.44383 3.70613  N32 1.024
95 H -6.23904 -1.51814 -2.62477  C61 1.082
96 H -5.15688 -0.33941 -3.38171  C61 1.086
97 H -1.56277 -3.81154 2.03850  C45 1.086
98 H 2.58534 -6.78963 -2.18964  C51 1.105
99 H -5.96359 4.34996 -1.56499  C40 1.082
100 H -2.64788 3.17759 1.21804  C39 1.073
101 H 0.65995 -3.41924 -5.36438  C68 1.109
102 H 2.35412 0.69794 -2.37393  N29 1.051
103 H 3.79590 3.31754 -2.89657  C38 1.079
104 H 7.27536 2.66838 2.71399  C60 1.110
105 H -2.31116 -3.00950 4.10580  C56 1.077
106 H -0.92562 3.85722 4.17680  N31 1.003
107 H 1.13511 3.96423 1.96913  C65 1.089
108 H 3.32195 -1.01444 -4.08062  C69 1.053
109 H 0.72130 -2.63337 -3.73994  C68 1.095
110 H -4.53691 -6.10828 -3.51046  C37 1.066
111 H -3.66317 1.93393 -3.53649  C58 1.081
112 H -0.21408 -2.61428 -7.51085  C72 1.098
113 H -0.79526 -5.77461 0.55490  C35 1.090
114 H 2.12242 5.44661 1.77841  C65 1.087
115 H -0.92879 7.97091 -0.65266  C63 1.087
116 H 0.49030 -2.22409 -0.96084  C34 1.101
117 H -5.56077 0.94292 2.96054  C66 1.078
118 H -0.62099 5.62569 2.75957  C73 1.105
119 H -0.81725 -4.02631 -1.93383  C74 1.099
120 H 3.64352 3.34335 2.96317  N30 0.988
121 H -0.90851 -1.78279 0.07911  C34 1.120
122 H 1.08443 3.87621 -3.31458  C57 1.076
123 H -2.02799 0.02385 -3.58626  C67 1.082
124 H -0.56218 4.49691 -3.18209  C57 1.050
125 H 3.25852 -1.56842 -2.41587  C69 1.065
126 H 5.22566 -2.19790 3.06631  C48 1.091
127 H -6.16393 -0.78391 3.09398  C66 1.136
128 H -2.39912 -1.47370 -6.15603  N28 1.022
129 H -2.38879 1.85377 0.08098  C39 1.051
130 H 0.74425 -3.31342 0.99377  C49 1.097
131 H -1.18997 -1.26000 -8.19942  C72 1.100
132 H 6.10026 3.83588 2.05282  C60 1.097
133 H 0.30975 7.08911 0.40286  C63 1.131
134 H -0.08764 -5.81744 2.15800  C35 1.134
135 H 0.43810 -3.08618 5.43711  C46 1.078
136 H -5.66982 5.90418 -0.46606  C40 1.109
137 H 2.22470 -4.05111 1.63228  C49 1.091
138 H -3.24796 -1.51941 -2.50436  C71 1.073
139 H -2.68129 -4.22760 -3.49199  N24 1.011
140 H 3.73874 -1.47907 3.50042  C48 1.075
141 H 2.49312 3.23924 6.19279  C54 1.046
142 H -3.87951 -3.53988 4.81545  C56 1.059
143 H 0.30262 -0.51924 1.53019  N25 0.998
144 H 2.15675 -2.34672 1.27194  C49 1.107
145 H 3.95071 -0.04137 1.80414  C41 1.108
146 H -1.45756 3.37764 0.06266  C39 1.116
147 H 4.35848 3.26306 -1.22750  C38 1.089
148 H -0.86892 -1.46248 -1.71642  C34 1.095
149 H 0.02762 -4.46893 -3.30727  C74 1.097
150 H 4.14709 -4.31140 -3.24444  C42 1.063
151 H 2.02145 1.81170 5.33906  C54 1.111
152 H -3.04846 -2.15108 5.38236  C56 1.045
153 H 1.86151 1.28033 2.10097  C43 1.084
154 H -4.16022 -2.58456 -1.51433  C71 1.091
155 H -1.58882 5.08336 1.33796  C73 1.137
156 H 3.44765 0.50349 0.14249  C41 1.091
157 H 5.68911 1.32758 -0.10507  N23 1.048
158 H 0.17879 -5.50864 -1.85262  C74 1.077
159 H 0.38965 2.02220 1.74950  C43 1.054
160 H 0.77651 8.20802 -0.91393  C63 1.091
161 H 1.10159 -1.46838 5.27007  C46 1.106
162 H 1.51796 2.03251 0.52833  C43 1.100
163 H -4.97695 -0.30793 1.83976  C66 1.090
164 H -1.99709 1.81142 4.74047  C52 1.069
165 H 2.46995 -4.21236 -2.79926  C42 1.076
166 H -0.60494 -1.68096 5.46492  C46 1.074
167 H 0.08176 3.30522 -2.01461  C57 1.093
168 H 1.06107 -1.63455 -5.15291  C68 1.089
169 H -2.86130 2.87890 5.83749  C52 1.096
170 H -2.51775 2.77538 -4.70318  C58 1.119
171 H 4.33310 -6.52870 -2.56031  C51 1.049
172 H 3.68068 2.56385 5.01504  C54 1.087

Mulliken population analysis, charges in e, atoms 1 to 99: atom 1 (Cl): -0.2243, atom 2 (Cl): -0.2128, atom 3 (Cl): -0.1977, atom 4 (Cl): -0.2010, atom 5 (Cl): -0.1965, atom 6 (Cl): -0.1735, atom 7 (Cl): -0.2525, atom 8 (Cl): -0.2889, atom 9 (Cl): -0.1790, atom 10 (Cl): -0.1956, atom 11 (O): -0.7921, atom 12 (O): -0.6132, atom 13 (O): -0.6458, atom 14 (O): -0.7729, atom 15 (O): -0.6430, atom 16 (O): -0.9791, atom 17 (O): -0.1734, atom 18 (O): -0.7034, atom 19 (O): -0.5800, atom 20 (O): -0.7432, atom 21 (O): -0.7627, atom 22 (N): -0.1577, atom 23 (N): 0.1305, atom 24 (N): 0.0886, atom 25 (N): 1.6914, atom 26 (N): 0.0971, atom 27 (N): -0.0496, atom 28 (N): 0.2002, atom 29 (N): 0.4487, atom 30 (N): -0.1086, atom 31 (N): 0.1291, atom 32 (N): 0.1772, atom 33 (C): 0.3448, atom 34 (C): 0.8646, atom 35 (C): 0.5472, atom 36 (C): -0.1139, atom 37 (C): -1.1948, atom 38 (C): 0.0734, atom 39 (C): 1.1745, atom 40 (C): -1.0250, atom 41 (C): 0.2693, atom 42 (C): 0.3314, atom 43 (C): -1.5734, atom 44 (C): 0.6336, atom 45 (C): 0.4355, atom 46 (C): -1.6624, atom 47 (C): -0.1173, atom 48 (C): 0.2147, atom 49 (C): -0.0060, atom 50 (C): 0.5212, atom 51 (C): -0.5153, atom 52 (C): -0.9941, atom 53 (C): 0.4253, atom 54 (C): -0.8961, atom 55 (C): 0.0191, atom 56 (C): -0.6257, atom 57 (C): -0.7487, atom 58 (C): -0.3787, atom 59 (C): 0.1991, atom 60 (C): -1.3268, atom 61 (C): -0.4157, atom 62 (C): 0.5112, atom 63 (C): -0.7982, atom 64 (C): 1.0129, atom 65 (C): 0.1077, atom 66 (C): -0.7643, atom 67 (C): 2.6906, atom 68 (C): -0.9072, atom 69 (C): -1.3162, atom 70 (C): 0.4478, atom 71 (C): 0.2736, atom 72 (C): -0.9725, atom 73 (C): -0.1897, atom 74 (C): 0.2017, atom 75 (C): 0.7310, atom 76 (H): 0.2629, atom 77 (H): 0.2910, atom 78 (H): 0.1774, atom 79 (H): 0.4318, atom 80 (H): 0.4044, atom 81 (H): -0.4126, atom 82 (H): 0.3182, atom 83 (H): 0.0326, atom 84 (H): 0.3161, atom 85 (H): 0.4334, atom 86 (H): -0.1415, atom 87 (H): 0.3415, atom 88 (H): 0.3617, atom 89 (H): -1.3360, atom 90 (H): 0.3270, atom 91 (H): 0.2503, atom 92 (H): 0.3350, atom 93 (H): 0.4874, atom 94 (H): 0.2509, atom 95 (H): 0.4494, atom 96 (H): 0.1968, atom 97 (H): -0.7141, atom 98 (H): 0.2990, atom 99 (H): 0.2717